The following is a DFT calculation (ωB97M-V with the def2-TZVPD basis set) of a molecular structure, C12H17Br4IrO9P3.

Properties
Frontier orbital gap (spin up / spin down) = 7.63 / 6.33 eV
Electronic energy = -12569.36052 Ha
HOMO energy (spin up / spin down) = -9.02 / -9.47 eV
Expectation value of S² = 0.767
Energy relative to the best compared isomer or geometry (same formula, charge and spin) = 0.000 eV
Max |F| = 0.390 eV/Å

ORCA input file:
```
! RIJCOSX wB97M-V def2-TZVPD def2/J DEFGRID3
* xyz 0 2
Ir -0.14 -1.25 0.30
O -3.65 -0.65 -0.32
P -3.09 -2.15 -0.31
O -3.92 -3.09 -1.05
O -1.61 -1.93 -0.81
O -2.94 -2.41 1.27
P -1.83 -3.44 1.92
O -2.25 -3.35 3.46
O -1.92 -4.79 1.41
O -0.51 -2.65 1.78
H -4.61 -0.65 -0.44
H -2.06 -2.49 3.84
Br 0.78 2.90 5.71
C 1.06 1.68 4.33
C 2.31 0.97 4.24
Br 3.64 1.29 5.52
C 2.54 0.07 3.24
Br 4.14 -0.88 3.02
C 1.52 -0.18 2.28
O 1.64 -0.96 1.28
C 0.28 0.53 2.37
O -0.58 0.31 1.43
C 0.07 1.47 3.40
Br -1.58 2.36 3.41
C 1.82 2.21 -0.41
C 1.85 1.05 -1.41
P 0.31 0.08 -1.48
C -1.04 1.25 -1.79
C -0.98 2.05 -3.09
C 0.47 -1.03 -2.92
C 1.26 -0.51 -4.13
H 2.77 2.74 -0.43
H 1.67 1.86 0.61
H 1.03 2.92 -0.64
H 2.65 0.35 -1.18
H 2.04 1.44 -2.41
H -1.08 1.91 -0.92
H -1.95 0.64 -1.74
H -0.05 2.62 -3.17
H -1.81 2.76 -3.13
H -1.06 1.40 -3.96
H -0.55 -1.30 -3.19
H 0.92 -1.95 -2.55
H 0.88 0.43 -4.51
H 1.21 -1.24 -4.94
H 2.31 -0.38 -3.88
*
```


The following is a DFT calculation (ωB97M-V with the def2-TZVPD basis set) of C12H17F5N4O2S in the gas phase.

Properties
Frontier orbital gap = 9.47 eV
SMILES = CC(C)C[C@@](C#N)([C@@](N)(C#N)CCN)S(=O)(=O)C(F)(F)C(F)(F)F
Electronic energy = -1734.36571 Ha
HOMO energy = -9.51 eV
Max |F| = 5.104 eV/Å

ORCA input file:
```
! RIJCOSX wB97M-V def2-TZVPD def2/J DEFGRID3
* xyz 0 1
C 3.45 -1.71 0.27
C 2.36 -0.60 0.59
C 3.10 0.45 1.52
C 1.92 -0.03 -0.79
C 0.40 0.32 -0.96
C 0.24 0.69 -2.44
N 0.09 0.91 -3.54
C -0.62 -0.87 -0.72
N -1.83 -0.81 -1.55
C 0.08 -2.17 -1.15
N 0.66 -3.09 -1.42
C -1.08 -1.09 0.78
C -2.56 -1.61 0.92
N -2.68 -2.97 0.36
S 0.01 1.89 -0.06
O 0.81 2.92 -0.70
O 0.35 1.87 1.35
C -1.75 2.44 -0.26
F -2.05 2.59 -1.57
F -2.61 1.59 0.36
C -2.03 3.86 0.39
F -1.28 4.82 -0.10
F -2.01 3.80 1.72
F -3.31 4.16 0.05
H 3.05 -2.45 -0.45
H 4.27 -1.16 -0.26
H 3.88 -2.15 1.19
H 1.57 -1.13 1.17
H 2.38 0.69 2.34
H 3.44 1.35 0.97
H 3.94 -0.08 2.03
H 2.47 0.94 -0.92
H 2.24 -0.65 -1.66
H -2.22 0.13 -1.59
H -1.67 -1.20 -2.48
H -0.47 -1.91 1.23
H -1.00 -0.21 1.44
H -3.30 -0.89 0.54
H -2.71 -1.70 2.03
H -1.95 -3.54 0.80
H -3.58 -3.40 0.57
*
```


The following is a DFT calculation (ωB97M-V with the def2-TZVPD basis set) of C12H17IO in the gas phase.

Properties
Frontier orbital gap = 8.98 eV
SMILES = CC(C)(C)[C@](C)(I)c1ccc(O)cc1
Electronic energy = -840.30145 Ha
HOMO energy = -8.62 eV
Energy relative to the best compared isomer or geometry (same formula, charge and spin) = 0.761 eV
Max |F| = 5.614 eV/Å

ORCA input file:
```
! RIJCOSX wB97M-V def2-TZVPD def2/J DEFGRID3
* xyz 0 1
C 0.08 -1.97 -0.14
C -1.16 -1.12 -0.43
C -2.42 -2.02 -0.11
C -1.08 -0.79 -2.03
C -1.08 0.04 0.42
C -1.35 -0.27 1.89
I -2.66 1.62 -0.02
C 0.43 0.94 0.44
C 1.49 0.59 1.31
C 2.65 1.22 1.05
C 2.79 2.13 -0.02
O 4.00 2.77 -0.28
C 1.68 2.49 -0.76
C 0.46 1.81 -0.59
H 1.01 -1.56 -0.58
H -0.04 -3.00 -0.38
H 0.26 -1.99 0.90
H -3.35 -1.34 -0.29
H -2.48 -2.90 -0.69
H -2.32 -2.31 0.90
H -1.91 -0.24 -2.50
H -0.18 -0.12 -2.26
H -0.85 -1.85 -2.53
H -2.47 -0.49 2.12
H -1.05 0.66 2.45
H -0.79 -1.19 2.36
H 1.46 -0.16 2.07
H 3.55 0.85 1.66
H 3.75 3.31 -1.01
H 1.89 3.11 -1.61
H -0.29 1.80 -1.37
*
```


The following is a DFT calculation (ωB97M-V with the def2-TZVPD basis set) of 2 unconnected molecules or ions with the total composition C12H17N.

Properties
Frontier orbital gap (spin up / spin down) = 2.90 / 6.74 eV
Electronic energy = -522.12292 Ha
HOMO energy (spin up / spin down) = 0.76 / -3.19 eV
Expectation value of S² = 0.772
Energy relative to the best compared isomer or geometry (same formula, charge and spin) = 1.345 eV
Max |F| = 5.851 eV/Å

ORCA input file:
```
! RIJCOSX wB97M-V def2-TZVPD def2/J DEFGRID3
* xyz -1 2
C 1.76 2.75 0.28
C 1.35 0.31 -0.46
C 1.44 1.32 0.56
C 1.28 -0.99 0.30
C 1.35 0.76 1.84
C 1.61 0.27 -1.79
C 1.14 -2.20 -0.37
C 1.56 -0.94 -2.47
C 1.31 -2.15 -1.72
N 1.30 -0.67 1.63
H 1.76 1.24 -2.36
H 1.67 3.38 1.14
H 0.97 3.02 -0.36
H 1.58 1.23 2.78
H 0.97 -1.26 2.42
H 0.73 -3.13 0.10
H 1.57 -0.82 -3.54
H 1.16 -3.05 -2.29
H 2.76 2.84 -0.18
C -2.10 -0.14 0.10
C -1.86 -1.14 1.25
C -3.44 0.71 -0.05
H -1.86 -0.59 -0.91
H -1.32 0.63 0.13
H -2.55 -2.05 1.13
H -0.89 -1.58 1.23
H -3.12 1.40 -0.84
H -2.13 -0.67 2.23
H -3.69 1.34 0.73
H -4.33 0.17 -0.48
*
```


The following is a DFT calculation (ωB97M-V with the def2-TZVPD basis set) of 2 unconnected molecules or ions with the total composition C12H17N.

Properties
Frontier orbital gap (spin up / spin down) = 2.54 / 6.01 eV
Electronic energy = -522.13879 Ha
HOMO energy (spin up / spin down) = 0.73 / -2.77 eV
Expectation value of S² = 0.771
Energy relative to the best compared isomer or geometry (same formula, charge and spin) = 0.914 eV
Max |F| = 2.295 eV/Å

ORCA input file:
```
! RIJCOSX wB97M-V def2-TZVPD def2/J DEFGRID3
* xyz -1 2
C 1.66 -1.17 2.05
C 1.46 2.48 1.86
C 1.18 1.21 1.36
C 2.01 0.28 2.08
C 2.85 1.02 2.93
C -0.32 3.46 0.63
C 0.79 3.67 1.49
C -0.60 2.21 0.03
C 0.15 1.11 0.37
N 2.58 2.36 2.67
H -1.01 4.26 0.36
H 0.92 4.65 1.93
H -1.49 2.22 -0.59
H 0.05 0.09 0.01
H 3.08 3.20 2.87
H 3.72 0.70 3.47
H 2.51 -1.83 2.20
H 0.99 -1.35 1.21
H 0.95 -1.37 2.88
C -2.33 -2.27 -3.23
C -0.87 -2.74 -3.38
C -2.74 -2.25 -1.75
H -2.45 -1.29 -3.69
H -3.05 -2.95 -3.69
H -0.69 -3.47 -2.58
H -0.24 -1.86 -3.32
H -2.54 -3.26 -1.37
H -2.11 -1.74 -1.02
H -0.70 -3.32 -4.28
H -3.78 -2.02 -1.50
*
```


The following is a DFT calculation (ωB97M-V with the def2-TZVPD basis set) of 2 unconnected molecules or ions with the total composition C12H17N.

Properties
Frontier orbital gap = 8.80 eV
SMILES = CCc1c[nH]c2ccccc12.CC
Electronic energy = -522.18446 Ha
HOMO energy = -7.85 eV
Energy relative to the best compared isomer or geometry (same formula, charge and spin) = 0.975 eV
Max |F| = 3.059 eV/Å

ORCA input file:
```
! RIJCOSX wB97M-V def2-TZVPD def2/J DEFGRID3
* xyz 0 1
C -2.60 1.47 -0.46
C -1.52 0.37 -0.51
C -1.32 -0.25 0.86
C -2.12 -0.09 1.96
N -1.46 -0.67 3.05
C -0.21 -1.07 2.67
C 0.87 -1.48 3.46
C 2.09 -1.64 2.84
C 2.24 -1.36 1.47
C 1.17 -0.99 0.68
C -0.06 -0.76 1.31
H -2.07 2.35 -0.15
H -3.35 1.39 0.32
H -3.12 1.63 -1.40
H -1.79 -0.45 -1.18
H -0.62 0.87 -0.83
H -3.07 0.36 2.15
H -1.67 -0.54 4.02
H 0.59 -1.73 4.48
H 2.92 -1.88 3.50
H 3.20 -1.56 1.01
H 1.26 -0.69 -0.36
C 0.98 0.53 -2.92
C 1.66 1.12 -4.23
H 1.28 1.27 -2.19
H -0.07 0.47 -3.19
H 1.42 -0.46 -2.80
H 2.59 1.63 -3.99
H 1.81 0.33 -4.96
H 0.96 1.86 -4.61
*
```